No. 1
A molecular structure, C4H9N2 at a distorted geometry, computed with ωB97M-V/def2-TZVPD.

Each line ends with the Mulliken charge.
Atoms and positions in Å:
N1 -0.48 -0.18 -1.03  0.02
N2 -2.43 0.90 -0.10  -0.40
C1 0.39 -1.00 -0.24  -0.62
C2 2.81 0.59 0.09  -0.89
C3 -0.51 -0.81 0.96  -0.09
C4 -1.36 0.04 -0.08  0.36
H1 -3.13 0.99 0.65  0.27
H2 2.09 1.31 0.27  0.33
H3 -0.15 0.04 1.57  0.26
H4 3.01 -0.07 0.86  0.34
H5 0.76 -1.88 -0.67  0.38
H6 -0.88 -1.84 1.36  0.32
H7 -2.89 1.32 -0.86  0.23
H8 3.28 0.38 -0.86  0.33
H9 -0.52 0.22 -1.92  0.16

Total charge = +1
Kohn-Sham gap (alpha / beta) = 7.692 / 9.362 eV
Energy above the lowest of the compared OMol25 structures with the same formula, charge and spin = 128.43 kcal/mol
Spin multiplicity = 1
Highest occupied orbital energy (alpha / beta) = -12.320 / -12.903 eV

---

No. 2
2 unconnected molecules or ions with the total composition C4H9N2 at a distorted geometry, computed with ωB97M-V/def2-TZVPD.

Each line ends with the Mulliken charge.
Atoms and positions in Å:
N1 -0.07 1.63 -1.16  -0.26
N2 -3.06 0.29 0.74  -0.76
C1 0.93 0.79 -0.31  0.24
C2 2.58 -1.15 -0.03  -1.03
C3 1.43 -0.42 -0.68  -0.06
C4 -0.65 0.99 -0.28  -0.13
H1 1.43 1.49 0.37  0.37
H2 -3.44 -0.31 -0.01  0.34
H3 -1.81 0.60 0.14  0.30
H4 -3.30 -0.19 1.57  0.26
H5 0.81 -0.96 -1.39  0.38
H6 2.07 -1.86 0.56  0.33
H7 3.23 -0.52 0.49  0.38
H8 -3.25 1.23 0.88  0.32
H9 3.11 -1.62 -0.91  0.32

Total charge = +1
Kohn-Sham gap = 9.540 eV
Energy above the lowest of the compared OMol25 structures with the same formula, charge and spin = 106.16 kcal/mol
Spin multiplicity = 1
Highest occupied orbital energy = -14.843 eV

---

No. 3
2 unconnected molecules or ions with the total composition C4H9N2 at a distorted geometry, computed with ωB97M-V/def2-TZVPD.

Each line ends with the Mulliken charge.
Atoms and positions in Å:
N1 -0.42 -0.48 0.23  0.00
N2 1.81 -1.28 -0.14  -0.26
C1 1.04 2.22 -0.50  -1.22
C2 0.81 -0.45 -0.08  0.49
C3 -1.56 -1.32 0.26  -0.50
C4 -1.58 0.21 0.52  -0.36
H1 -1.77 -1.95 1.09  0.28
H2 -1.78 0.41 1.53  0.26
H3 -2.09 0.95 -0.09  0.29
H4 0.78 2.52 0.50  0.39
H5 -1.83 -1.74 -0.71  0.29
H6 1.49 -2.24 -0.34  0.27
H7 2.72 -1.08 -0.28  0.23
H8 2.08 2.28 -0.77  0.41
H9 0.32 1.97 -1.24  0.42

Total charge = +1
Kohn-Sham gap (alpha / beta) = 8.410 / 9.123 eV
Energy above the lowest of the compared OMol25 structures with the same formula, charge and spin = 57.08 kcal/mol
Spin multiplicity = 3
Highest occupied orbital energy (alpha / beta) = -12.037 / -15.627 eV

---

No. 4
A gas-phase ion, C4H9N2O (charge +1) at a distorted geometry, computed with ωB97M-V/def2-TZVPD.

Each line ends with the Mulliken charge.
Atoms and positions in Å:
O1 -0.01 2.17 0.61  -0.18
N1 0.06 -1.19 -0.27  -0.26
N2 -0.20 -1.94 0.64  -0.01
C1 -0.82 0.06 -0.43  -0.27
C2 -0.57 1.00 0.62  0.06
C3 0.19 3.03 -0.56  -0.74
C4 0.35 -3.24 0.58  -0.64
H1 0.94 2.75 -1.21  0.38
H2 1.15 -3.31 -0.18  0.39
H3 -0.75 3.29 -1.04  0.37
H4 -0.61 0.51 -1.40  0.33
H5 0.80 -3.49 1.61  0.24
H6 -0.64 0.79 1.69  0.42
H7 -0.58 -3.97 0.51  0.27
H8 0.55 3.85 0.07  0.30
H9 -1.88 -0.42 -0.43  0.35

Total charge = +1
Kohn-Sham gap (alpha / beta) = 7.651 / 7.650 eV
Energy above the lowest of the compared OMol25 structures with the same formula, charge and spin = 124.77 kcal/mol
Spin multiplicity = 1
Highest occupied orbital energy (alpha / beta) = -13.481 / -13.481 eV

---

No. 5
2 unconnected molecules or ions with the total composition C4H9N2O at a distorted geometry, computed with ωB97M-V/def2-TZVPD.

Each line ends with the Mulliken charge.
Atoms and positions in Å:
O1 1.66 0.88 1.10  -0.17
N1 -0.53 0.09 -1.33  -0.20
N2 1.62 1.66 -1.00  -0.48
C1 -1.66 -1.82 -0.45  -1.03
C2 -1.08 -0.50 -0.32  0.39
C3 1.23 0.68 2.28  -0.39
C4 1.69 1.73 0.23  0.22
H1 -2.02 -2.02 -1.54  0.31
H2 0.15 0.64 2.62  0.32
H3 -0.63 -0.24 -2.28  0.26
H4 -2.66 -2.02 0.12  0.34
H5 -1.01 -0.02 0.64  0.32
H6 1.90 0.05 2.88  0.29
H7 2.08 2.36 -1.57  0.25
H8 -0.89 -2.47 -0.05  0.28
H9 0.12 0.99 -1.33  0.30

Total charge = +1
Kohn-Sham gap (alpha / beta) = 7.888 / 7.627 eV
Energy above the lowest of the compared OMol25 structures with the same formula, charge and spin = 154.93 kcal/mol
Spin multiplicity = 1
Highest occupied orbital energy (alpha / beta) = -12.318 / -12.053 eV

---

No. 6
A gas-phase ion, C4H9N2O (charge +1) at a distorted geometry, computed with ωB97M-V/def2-TZVPD.

Each line ends with the Mulliken charge.
Atoms and positions in Å:
O1 2.58 -1.25 0.34  -0.56
N1 0.65 0.82 0.01  -0.08
N2 2.89 -0.21 -0.18  0.31
C1 2.06 0.81 -0.22  -0.18
C2 -2.33 -0.69 -0.51  -0.93
C3 -0.08 -0.13 0.53  0.12
C4 -1.48 -0.04 0.62  -0.59
H1 -3.27 -0.21 -0.36  0.30
H2 2.48 1.88 -0.57  0.27
H3 -2.50 -1.79 -0.59  0.33
H4 -1.84 -0.24 -1.35  0.34
H5 0.47 -1.02 0.96  0.41
H6 3.88 -0.05 -0.39  0.27
H7 -1.73 0.99 0.71  0.33
H8 0.21 1.65 -0.50  0.35
H9 -1.99 -0.52 1.51  0.32

Total charge = +1
Kohn-Sham gap (alpha / beta) = 8.464 / 8.463 eV
Energy above the lowest of the compared OMol25 structures with the same formula, charge and spin = 114.66 kcal/mol
Spin multiplicity = 1
Highest occupied orbital energy (alpha / beta) = -13.688 / -13.686 eV

---

No. 7
A gas-phase ion, C4H9N2O (charge +1), computed with ωB97M-V/def2-TZVPD.

Each line ends with the Mulliken charge.
Atoms and positions in Å:
O1 2.51 0.46 0.35  -0.48
N1 0.50 -0.47 -0.61  -0.03
N2 -2.11 -0.68 1.19  -0.48
C1 -1.13 0.09 1.38  -0.34
C2 0.25 -0.23 0.82  -0.16
C3 1.21 0.66 0.10  0.10
C4 -0.54 -0.24 -1.61  -0.86
H1 1.08 -1.29 -0.81  0.34
H2 0.74 -0.96 1.46  0.41
H3 3.11 1.04 -0.14  0.37
H4 0.89 1.64 -0.24  0.43
H5 -1.18 0.58 -1.29  0.34
H6 -1.12 0.98 2.01  0.39
H7 -0.09 0.00 -2.57  0.33
H8 -1.15 -1.14 -1.71  0.35
H9 -2.98 -0.44 1.66  0.29

Total charge = +1
Kohn-Sham gap = 11.300 eV
Energy above the lowest of the compared OMol25 structures with the same formula, charge and spin = 64.16 kcal/mol
Spin multiplicity = 1
Highest occupied orbital energy = -14.526 eV

---

No. 8
A gas-phase ion, C4H9N2O (charge +1) at a distorted geometry, computed with ωB97M-V/def2-TZVPD.

Each line ends with the Mulliken charge.
Atoms and positions in Å:
O1 0.49 1.58 -0.02  -0.35
N1 1.78 1.16 -0.09  0.07
N2 1.47 -1.09 0.11  -0.18
C1 2.22 -0.03 -0.02  0.00
C2 -1.89 0.70 0.12  -1.35
C3 0.03 -0.91 0.39  -0.79
C4 -0.55 0.26 -0.38  0.44
H1 -0.40 0.09 -1.39  0.38
H2 -0.69 -1.77 0.26  0.35
H3 0.14 -0.62 1.45  0.37
H4 3.30 -0.03 -0.37  0.35
H5 -2.76 0.15 -0.43  0.36
H6 -1.94 0.54 1.15  0.39
H7 2.24 1.99 -0.02  0.20
H8 1.72 -1.86 -0.56  0.34
H9 -2.16 1.71 -0.09  0.41

Total charge = +1
Kohn-Sham gap = 10.986 eV
Energy above the lowest of the compared OMol25 structures with the same formula, charge and spin = 90.91 kcal/mol
Spin multiplicity = 1
Highest occupied orbital energy = -14.513 eV